(1)
The following is a quantum chemistry calculation of C10H11Cl5IrNO3S as an isolated structure, from the OMol25 dataset.

```
32
Properties=species:S:1:pos:R:3:mulliken_charge:R:1
Ir -0.527 0.029 -0.158 1.311
Cl 4.955 0.279 4.524 -0.064
C 4.011 0.267 3.140 0.739
C 2.578 0.312 3.273 -0.417
Cl 1.879 0.392 4.816 -0.108
C 1.813 0.294 2.148 0.785
Cl 0.073 0.370 2.281 -0.277
C 2.379 0.236 0.828 0.098
O 1.681 0.215 -0.214 -0.914
C 3.827 0.209 0.733 0.633
Cl 4.488 0.160 -0.818 -0.086
C 4.615 0.219 1.866 -0.221
Cl 6.309 0.176 1.736 -0.106
N -2.569 -3.936 -1.947 -0.286
C -3.331 -2.814 -1.297 -0.604
C -2.362 -1.734 -0.863 0.981
O -2.798 -0.672 -0.410 -0.689
O -1.118 -1.979 -0.968 -0.804
H -3.171 -4.738 -2.147 0.354
H -1.799 -4.236 -1.342 0.345
H -2.138 -3.630 -2.823 0.359
H -3.852 -3.217 -0.430 0.332
H -4.062 -2.433 -2.006 0.360
C 0.166 3.148 -1.279 -0.906
S -1.079 1.874 -1.555 -0.039
C -2.578 2.654 -0.929 -0.841
H 0.167 3.459 -0.236 0.308
H -0.061 3.992 -1.927 0.409
H 1.128 2.722 -1.555 0.334
H -2.859 3.458 -1.605 0.390
H -2.410 3.036 0.075 0.312
H -3.351 1.890 -0.914 0.311
```

Results
- 2S+1 = 5
- expectation value of S² = 6.0366
- electronic energy (hartree) = -3470.963120
- net charge = +2
- energy above the lowest of the compared OMol25 structures with the same formula, charge and spin (eV) = 0.000

(2)
The following is a quantum chemistry calculation of the molecule C10H11ClIN3 at a distorted geometry, from the OMol25 dataset.

```
26
Properties=species:S:1:pos:R:3:mulliken_charge:R:1
C -2.614 0.208 -0.952 0.101
C -0.807 1.232 -0.394 0.474
C -2.631 -1.629 1.000 -0.970
C -1.701 -0.706 1.014 0.233
C 2.870 1.160 -0.411 -0.512
C 2.163 0.015 -0.981 -0.527
C -3.976 -0.614 -0.787 -0.752
C -3.660 -1.896 -0.048 0.129
C 1.463 1.396 -0.920 -0.237
C 0.500 1.571 0.138 -0.540
N -2.408 1.208 -1.811 -0.503
N -1.342 1.855 -1.454 -0.537
N -1.632 0.211 -0.003 0.291
Cl -2.966 -3.021 -1.232 -0.168
I -5.232 0.669 0.458 0.074
H -2.624 -2.395 1.729 0.445
H -0.997 -0.552 1.923 0.234
H 2.915 1.164 0.743 0.180
H 3.789 1.548 -0.928 0.265
H 2.479 -0.489 -1.921 0.253
H 1.924 -0.769 -0.381 0.227
H -4.511 -0.858 -1.816 0.460
H -4.601 -2.386 0.392 0.426
H 1.445 1.932 -1.909 0.405
H 0.442 2.575 0.600 0.336
H 0.827 0.999 1.107 0.212
```

Results
- SMILES = Cl[C@H]1C=Cn2c(CC3CC3)nnc2[C@@H]1I
- electronic energy (hartree) = -1309.703883
- energy above the lowest of the compared OMol25 structures with the same formula, charge and spin (eV) = 0.000

(3)
The following is a quantum chemistry calculation of a 2-piece molecular cluster, C10H11ClSSi overall at a distorted geometry, from the OMol25 dataset.

```
24
Properties=species:S:1:pos:R:3:mulliken_charge:R:1
C -2.610 1.763 -0.305 -0.561
C -1.972 1.831 0.974 -0.362
C -2.494 0.571 -1.075 -0.447
C -1.152 0.856 1.322 -0.370
C -1.680 -0.490 -0.681 0.730
C -1.023 -0.316 0.597 0.624
C -1.249 -1.814 -1.212 -0.773
C -0.323 -2.364 -0.327 -0.829
C -0.115 -1.406 0.745 -1.045
C 3.747 0.082 0.863 -0.963
Si 2.380 -0.197 -0.535 0.618
S 1.343 1.403 -1.704 -0.176
Cl 3.028 -1.689 -1.829 -0.257
H -3.274 2.576 -0.522 0.423
H -2.044 2.714 1.654 0.316
H -3.120 0.522 -1.967 0.361
H -0.530 0.882 2.294 0.182
H -1.791 -2.238 -2.046 0.459
H 0.119 -3.326 -0.486 0.475
H 0.510 -1.364 1.651 0.646
H 3.318 -0.459 1.715 0.298
H 4.758 -0.242 0.712 0.356
H 3.743 1.222 1.051 0.268
H 0.428 1.484 -0.891 0.028
```

Results
- electronic energy (hartree) = -1535.483414

(4)
The following is a quantum chemistry calculation of the molecule C10H11F2N at a distorted geometry, from the OMol25 dataset.

```
24
Properties=species:S:1:pos:R:3:mulliken_charge:R:1
C 3.123 -0.901 0.544 -0.597
C 2.786 -0.628 -0.800 -0.214
C 2.156 -1.430 1.382 -0.497
C 1.496 -0.902 -1.283 -0.517
C 0.816 -1.557 0.953 -0.281
C 0.382 -1.247 -0.377 1.245
C -0.934 -1.254 -0.885 -1.377
C -2.148 0.491 0.259 0.139
C -2.162 -1.031 -0.110 0.869
C -2.790 1.434 -0.657 -1.159
N -1.406 0.854 1.306 -0.484
F -2.321 -1.848 1.048 -0.315
F -3.262 -1.175 -0.904 -0.328
H 4.157 -1.069 0.768 0.342
H 3.546 -0.137 -1.545 0.249
H 2.360 -1.780 2.373 0.381
H 1.282 -0.743 -2.410 0.223
H 0.277 -1.952 1.778 0.513
H -1.156 -1.270 -1.926 0.380
H -2.658 1.110 -1.658 0.323
H -2.370 2.460 -0.552 0.366
H -3.840 1.314 -0.495 0.286
H -0.853 1.657 1.353 0.194
H -0.880 0.250 1.957 0.257
```

Results
- 2S+1 = 3
- expectation value of S² = 2.0518
- electronic energy (hartree) = -641.993830

(5)
The following is a quantum chemistry calculation of an isolated ion of composition C10H11FNO and charge -1 at a distorted geometry, from the OMol25 dataset.

```
24
Properties=species:S:1:pos:R:3:mulliken_charge:R:1
O 1.256 3.370 0.044 -0.531
C 1.073 3.305 1.294 0.537
F 2.220 3.400 2.142 -0.294
C -0.443 3.073 1.794 -0.351
N -0.699 1.686 2.311 -0.794
C -0.158 0.791 1.257 -0.302
C -0.892 -0.673 1.233 -0.646
C -0.462 -1.323 -0.189 0.470
C -1.439 -1.315 -1.389 -0.353
C -0.915 -1.925 -2.729 -0.370
C 0.541 -2.490 -2.801 -0.353
C 1.511 -2.505 -1.570 -0.417
C 0.996 -1.906 -0.237 -0.361
H -0.694 3.886 2.569 0.322
H -1.174 3.217 0.908 0.197
H 0.968 0.554 1.443 0.031
H -0.332 1.218 0.189 0.292
H -2.016 -0.488 1.274 0.301
H -0.480 -1.338 2.062 0.265
H -2.494 -0.872 -1.264 0.266
H -1.558 -1.948 -3.684 0.269
H 0.963 -2.943 -3.769 0.257
H 2.579 -2.898 -1.599 0.286
H 1.649 -1.876 0.710 0.281
```

Results
- electronic energy (hartree) = -617.319360
- net charge = -1

(6)
The following is a quantum chemistry calculation of C10H11FeN4O2S4Sb as an isolated structure, from the OMol25 dataset.

```
33
Properties=species:S:1:pos:R:3:mulliken_charge:R:1
Fe 2.076 -0.560 0.619 -0.120
S 5.214 2.802 2.048 -0.733
Sb 4.869 0.559 1.874 0.938
S 4.118 0.038 -0.382 -0.613
S 2.746 -0.089 2.788 -0.531
S 6.517 -0.877 2.506 -0.721
C -0.613 1.886 -2.188 -1.603
C -0.095 0.816 -1.278 0.179
N 1.051 0.891 -0.735 0.470
O 1.762 2.030 -1.041 -0.411
C -0.398 -1.348 0.040 2.074
C -1.304 -2.533 0.322 -1.762
N 0.909 -1.861 -0.530 -0.142
O 1.591 -2.476 0.372 -0.517
H 0.202 2.303 -2.776 0.504
H -1.044 2.693 -1.591 0.277
H -1.394 1.491 -2.835 0.393
H 2.675 1.788 -0.750 0.367
H -2.209 -2.202 0.829 0.325
H -0.762 -3.228 0.963 0.498
H -1.577 -3.032 -0.611 0.314
N -4.075 -0.325 -2.737 -0.782
C -3.334 -0.200 -1.854 0.001
C -2.404 -0.056 -0.794 -0.234
C -2.844 0.405 0.426 -0.185
C -2.132 0.558 1.620 -0.927
C -0.803 0.159 1.879 -0.212
N -0.014 -0.640 1.228 -0.299
C -0.965 -0.414 -1.055 -0.348
H -3.889 0.708 0.456 0.374
H -2.628 1.097 2.418 0.313
H -0.331 0.585 2.766 0.356
H -0.918 -0.970 -2.000 0.758
```

Results
- 2S+1 = 5
- expectation value of S² = 6.4166
- electronic energy (hartree) = -3853.925917
- net charge = -2
- energy above the lowest of the compared OMol25 structures with the same formula, charge and spin (eV) = 0.000

(7)
The following is a quantum chemistry calculation of C10H11GaO7 as an isolated structure at a distorted geometry, from the OMol25 dataset.

```
29
Properties=species:S:1:pos:R:3:mulliken_charge:R:1
Ga -8.247 -6.810 -0.821 0.548
O -8.062 -10.492 -0.607 -0.604
C -7.983 -9.448 -1.187 0.060
O -7.348 -8.371 -0.693 -0.331
C -8.572 -9.278 -2.547 -0.154
C -7.636 -8.387 -3.304 -0.008
C -7.861 -8.480 -4.759 -1.066
C -9.182 -7.748 -4.980 -1.174
C -9.559 -7.331 -3.571 -0.031
O -8.230 -7.040 -2.983 -0.584
C -9.918 -8.562 -2.772 -0.255
C -10.602 -8.162 -1.450 0.031
O -11.552 -8.728 -0.982 -0.612
O -10.045 -7.076 -0.861 -0.266
H -8.570 -10.287 -2.897 0.678
H -6.573 -8.368 -2.955 0.675
H -7.907 -9.435 -5.209 0.405
H -7.063 -7.977 -5.343 0.328
H -9.882 -8.361 -5.425 0.464
H -9.061 -6.846 -5.566 0.356
H -10.144 -6.498 -3.504 0.753
H -10.546 -9.156 -3.336 0.921
C -8.770 -3.921 -1.399 -0.359
O -7.773 -3.954 -0.380 -0.396
C -7.436 -5.162 0.038 0.512
O -6.484 -5.270 0.743 -0.536
H -8.720 -2.974 -1.963 0.333
H -9.802 -4.017 -1.044 0.280
H -8.585 -4.786 -2.212 0.031
```

Results
- electronic energy (hartree) = -2839.163822

(8)
The following is a quantum chemistry calculation of C10H11I2OP as an isolated structure at a distorted geometry, from the OMol25 dataset.

```
25
Properties=species:S:1:pos:R:3:mulliken_charge:R:1
C 2.889 2.263 1.290 -0.482
C 2.613 0.889 1.638 -0.453
C 2.313 2.739 0.088 -0.505
C 1.687 0.174 0.928 -0.296
C 1.393 1.923 -0.635 -0.366
C 1.016 0.710 -0.196 0.679
C -1.795 -2.400 -0.295 -0.864
C -0.435 -2.105 -0.844 -0.827
C -2.738 -1.214 -0.615 -0.408
C -1.942 0.031 -0.159 -0.513
O -0.418 0.090 -2.475 -0.724
P -0.319 -0.181 -1.058 0.658
I -4.613 -1.274 0.459 0.081
I -2.787 1.898 -0.265 0.198
H 3.638 2.860 1.885 0.313
H 3.118 0.445 2.481 0.391
H 2.489 3.719 -0.282 0.407
H 1.549 -0.943 1.366 0.018
H 0.815 2.368 -1.394 0.417
H -2.196 -3.278 -0.638 0.493
H -1.757 -2.528 0.735 0.398
H 0.392 -2.393 -0.153 0.345
H -0.278 -2.355 -1.856 0.420
H -2.965 -1.278 -1.808 0.407
H -1.667 -0.160 1.802 0.210
```

Results
- electronic energy (hartree) = -1399.503333
- energy above the lowest of the compared OMol25 structures with the same formula, charge and spin (eV) = 3.704

(9)
The following is a quantum chemistry calculation of a 2-piece molecular cluster, C10H11IO2 overall at a distorted geometry, from the OMol25 dataset.

```
24
Properties=species:S:1:pos:R:3:mulliken_charge:R:1
C -0.052 -1.741 2.676 -0.591
C -0.128 -2.043 1.367 -0.747
C 0.172 -0.422 2.996 -0.613
C 0.110 0.659 2.146 0.575
C 0.046 -1.015 0.354 0.930
C -0.077 0.420 0.650 0.650
C 0.516 -1.437 -0.845 -0.260
C -0.495 1.464 -0.125 -1.021
C 0.827 -0.567 -1.985 -0.875
C -1.539 1.753 -2.557 -0.381
O 0.261 1.960 2.492 -0.539
O -2.572 2.517 -2.122 -0.416
I -0.029 2.767 -3.625 0.086
H -0.230 -2.544 3.398 0.366
H -0.193 -3.061 0.999 0.306
H 0.381 -0.212 4.009 0.293
H 0.718 -2.563 -0.867 0.196
H -0.713 2.446 0.161 0.381
H 0.758 0.413 -1.542 0.007
H 0.236 -0.673 -2.768 0.327
H 1.871 -0.713 -2.433 0.285
H -2.006 0.803 -3.025 0.327
H 0.761 2.042 3.331 0.324
H -2.205 3.246 -1.634 0.392
```

Results
- electronic energy (hartree) = -835.569229
- energy above the lowest of the compared OMol25 structures with the same formula, charge and spin (eV) = 4.908

(10)
The following is a quantum chemistry calculation of the molecule C10H11IO2 at a distorted geometry, from the OMol25 dataset.

```
24
Properties=species:S:1:pos:R:3:mulliken_charge:R:1
C 0.611 1.865 0.911 -0.782
C -0.853 -0.044 0.910 -0.623
C -0.447 2.711 1.373 -0.591
C -1.880 0.843 1.318 -0.689
C 0.393 0.474 0.824 0.906
C -1.736 2.237 1.512 0.877
C 1.027 -0.414 -2.028 -0.763
C 1.099 -1.091 -0.944 0.422
C 0.610 -3.038 -2.206 -0.978
C 1.525 -0.473 0.426 -0.955
O -2.756 3.028 1.891 -0.432
O 0.621 -2.382 -0.955 -0.288
I 1.715 -1.933 2.064 0.082
H 1.526 2.398 1.090 0.298
H -1.106 -1.081 1.029 0.389
H -0.145 3.740 1.638 0.349
H -2.859 0.367 1.255 0.217
H 0.529 -0.797 -2.914 0.343
H 1.262 0.639 -2.118 0.280
H 1.437 -2.613 -2.768 0.473
H -0.364 -2.822 -2.677 0.303
H 0.735 -4.045 -1.920 0.252
H 2.545 -0.108 0.245 0.617
H -3.489 2.539 2.046 0.293
```

Results
- 2S+1 = 3
- expectation value of S² = 2.0148
- electronic energy (hartree) = -835.585462

(11)
The following is a quantum chemistry calculation of a 2-piece molecular cluster, C10H11N2 overall at a distorted geometry, from the OMol25 dataset.

```
23
Properties=species:S:1:pos:R:3:mulliken_charge:R:1
C -3.399 -2.573 -2.039 0.198
C -1.680 1.369 -0.471 -0.790
C -2.733 -1.593 -2.238 -1.096
C -2.067 0.584 -1.482 0.285
C 0.902 -0.119 -1.585 -0.358
C 0.371 0.032 -2.932 -0.571
C 0.470 0.044 -0.319 -0.477
C -0.939 -0.222 -3.305 -0.452
C -0.580 0.800 0.318 1.293
C -1.892 -0.449 -2.236 0.390
N -0.360 1.041 1.603 -0.367
N 1.958 0.632 2.870 -0.877
H -3.713 -3.489 -1.735 0.480
H -2.166 2.220 -0.068 0.418
H 1.894 -0.502 -1.691 0.373
H 1.148 0.254 -3.598 0.447
H 1.250 -0.218 0.344 0.226
H -1.377 -0.089 -4.260 0.455
H 0.453 0.777 2.273 0.340
H -0.866 1.733 2.119 0.267
H 2.580 -0.103 2.469 0.262
H 2.363 0.927 3.718 0.229
H 2.365 1.563 2.407 0.325
```

Results
- electronic energy (hartree) = -496.729106
- net charge = +1
- energy above the lowest of the compared OMol25 structures with the same formula, charge and spin (eV) = 5.430

(12)
The following is a quantum chemistry calculation of an isolated ion of composition C10H11N2 and charge +1 at a distorted geometry, from the OMol25 dataset.

```
23
Properties=species:S:1:pos:R:3:mulliken_charge:R:1
C 3.167 -0.333 -0.071 -0.423
C 2.950 1.041 -0.055 -0.515
C 2.064 -1.133 -0.116 -0.693
C -1.667 -0.864 -0.004 -0.533
C 1.700 1.590 0.108 -0.206
C -0.652 1.346 0.116 -0.413
C -1.805 0.575 0.017 0.814
C 0.829 -0.554 -0.027 0.799
C -0.425 -1.470 0.106 0.529
C -3.152 1.287 -0.131 -1.427
N 0.607 0.802 0.095 0.124
N -0.393 -2.814 0.049 -0.468
H 4.267 -0.663 -0.006 0.334
H 3.736 1.701 -0.163 0.457
H 2.070 -2.163 -0.038 0.438
H -2.633 -1.436 0.218 0.220
H 1.669 2.718 0.010 0.296
H -0.887 2.460 0.194 0.197
H -3.637 1.305 -1.218 0.300
H -3.824 0.750 0.420 0.368
H -3.108 2.422 -0.004 0.349
H -1.282 -3.184 0.011 0.202
H 0.406 -3.383 0.489 0.249
```

Results
- SMILES = Cc1cc(N)c2cccc[n+]2c1
- electronic energy (hartree) = -496.885794
- net charge = +1
- energy above the lowest of the compared OMol25 structures with the same formula, charge and spin (eV) = 1.166